(1)
Computed, not measured: a structure of composition C34H59BrCdNP3 in a non-equilibrium geometry, with ωB97M-V with the def2-TZVPD basis set.

Output
**Frontier orbital gap**: 6.63 eV
**DFT total energy**: -5150.8615 hartree
**Energy above the lowest of the compared OMol25 structures with the same formula, charge and spin**: 0.0 kJ/mol
**2S+1**: 1
**Net charge**: +2
**LUMO energy**: -5.73 eV

The geometry in XYZ format:
```
99
Properties=species:S:1:pos:R:3:forces:R:3
C -0.4158 6.7541 -4.8322 -0.10 0.04 -0.30
C -0.5662 5.3844 -5.1291 0.07 0.42 -0.60
C -0.8989 5.0230 -6.4477 -0.08 0.36 -0.11
C -1.1032 6.0357 -7.3952 0.29 -0.16 0.81
N -0.9685 7.3252 -7.0881 -0.16 0.30 -0.30
C -0.6394 7.6924 -5.8500 0.09 -0.87 0.18
C -0.4333 4.3787 -4.1132 0.05 -0.72 1.43
C -0.4086 3.6049 -3.1685 -0.35 1.60 -1.95
C -0.6844 2.6690 -2.1468 0.37 -0.42 0.24
C 0.2376 2.4733 -1.1060 -0.26 -0.07 0.75
C 0.0422 1.4055 -0.2107 -0.05 0.68 -1.76
C -1.0250 0.5378 -0.4726 -0.43 -1.24 1.02
C -2.0951 0.8810 -1.3012 0.69 1.10 -1.21
C -1.8730 1.9175 -2.2243 -0.45 -0.03 0.64
Cd -0.0642 -1.3372 -0.8550 -0.62 0.29 1.15
P 2.3013 -1.8823 -0.2532 0.92 -0.09 -0.21
H -1.0071 3.9830 -6.7462 0.01 0.17 0.20
H -0.1364 7.0999 -3.8395 -0.10 -0.22 -0.15
H -1.3798 5.7907 -8.4251 0.12 0.12 0.35
H -0.5470 8.7651 -5.6545 -0.02 -0.39 -0.09
H -2.5921 2.1422 -3.0241 0.31 -0.03 0.48
H 1.1133 3.1215 -1.0105 -0.37 -0.10 -0.12
H -3.0465 0.3428 -1.3075 0.55 -0.17 -0.20
H 0.7711 1.2295 0.5812 0.05 -0.30 -0.35
C 2.7407 -3.3500 0.7781 -0.44 -0.32 0.07
C 3.7045 -4.3443 0.1313 0.23 -0.28 -0.02
H 1.7885 -3.8399 1.0391 0.35 0.01 -0.06
H 3.1709 -2.9853 1.7261 -0.25 0.07 -0.36
H 3.8452 -5.2027 0.8001 -0.05 0.20 -0.14
H 3.3281 -4.7382 -0.8215 0.07 0.08 0.27
H 4.6975 -3.9051 -0.0393 -0.32 -0.08 -0.02
C 2.7872 -2.1446 -2.0270 -0.08 -0.47 0.03
C 3.5728 -1.0077 -2.6750 0.25 0.20 -0.33
H 1.8422 -2.2930 -2.5822 0.45 -0.06 0.20
H 3.3298 -3.0971 -2.0966 -0.08 0.30 -0.12
H 3.4455 -1.0699 -3.7628 0.08 0.05 0.25
H 3.2353 -0.0086 -2.3670 0.03 -0.26 -0.09
H 4.6477 -1.0888 -2.4728 -0.34 0.10 -0.03
C 3.4425 -0.6085 0.4212 -0.30 0.47 0.02
C 4.9125 -1.0391 0.4540 0.28 -0.09 0.08
H 3.0915 -0.4066 1.4490 0.07 -0.01 -0.35
H 3.3135 0.3279 -0.1467 0.00 -0.35 0.18
H 5.5431 -0.1792 0.7136 -0.18 -0.19 -0.03
H 5.0810 -1.8069 1.2203 0.00 0.16 -0.24
H 5.2783 -1.4235 -0.5083 -0.20 0.11 0.33
Br -0.3221 -1.2264 2.7092 -0.40 0.48 0.53
P -2.3490 -3.6244 -2.5023 -0.88 -0.54 -0.48
C -0.5233 -3.8640 -2.5450 0.04 0.29 0.03
C -0.1431 -5.3034 -2.9068 0.42 -0.13 0.09
H -0.0966 -3.6203 -1.5518 0.21 -0.04 0.02
H -0.1134 -3.1667 -3.2894 -0.02 -0.08 0.05
H 0.9267 -5.3603 -3.1430 -0.17 -0.08 0.03
H -0.3320 -5.9895 -2.0703 -0.08 0.16 -0.26
H -0.7032 -5.6550 -3.7838 0.11 0.17 0.29
C -2.8084 -3.2939 -0.7453 0.19 0.04 -0.03
C -4.1835 -3.9233 -0.4722 -0.11 -0.03 0.33
H -2.8296 -2.2046 -0.5929 -0.02 -0.15 0.25
H -2.0503 -3.7250 -0.0762 -0.09 -0.01 -0.04
H -4.3631 -4.0047 0.6042 -0.04 0.06 -0.11
H -4.9967 -3.3213 -0.8945 0.20 -0.14 -0.02
H -4.2507 -4.9342 -0.8974 0.06 0.32 0.09
C -2.5728 -1.9604 -3.2616 -0.03 -0.10 -0.03
C -2.8526 -2.1007 -4.7611 -0.01 0.32 -0.12
H -1.6857 -1.3367 -3.0801 -0.07 0.20 -0.10
H -3.4187 -1.4642 -2.7623 0.20 -0.21 -0.10
H -3.2096 -1.1479 -5.1675 0.11 -0.16 -0.02
H -1.9503 -2.3819 -5.3176 -0.20 -0.04 0.09
H -3.6263 -2.8575 -4.9419 0.22 0.17 0.05
C 0.4831 -1.5260 5.8975 -0.01 0.14 -0.01
C -0.4173 -0.2688 5.8407 -0.35 -0.46 0.34
C 0.0544 0.7955 6.8415 0.00 0.33 0.29
P -0.6366 0.4364 4.1761 0.77 -0.26 -1.19
C -2.2570 1.1739 3.8240 -0.58 -0.26 -0.06
C -2.7292 2.0315 5.0069 -0.02 0.17 0.39
C -2.3063 1.9064 2.4695 0.13 -0.02 -0.07
C 0.6596 1.5859 3.6030 -0.02 -0.14 0.00
C 0.4317 2.9969 4.1357 0.20 0.49 0.23
C 2.0799 1.1012 3.9104 0.17 0.10 -0.08
H 1.5425 -1.2489 5.7975 -0.30 -0.12 0.01
H 0.2221 -2.2498 5.1187 0.11 0.12 0.32
H 0.3391 -2.0066 6.8779 0.08 0.24 -0.34
H -1.4421 -0.5797 6.1192 0.26 0.11 -0.14
H 1.0686 1.1530 6.6117 -0.38 -0.13 0.11
H -0.6272 1.6566 6.9087 0.26 -0.25 -0.06
H 0.0852 0.3357 7.8398 0.00 0.10 -0.31
H -2.9309 0.3028 3.7503 0.16 0.17 0.08
H -2.0667 2.8839 5.2149 -0.23 -0.29 -0.08
H -3.7205 2.4390 4.7755 0.21 -0.13 0.00
H -2.8279 1.4320 5.9218 0.00 0.20 -0.18
H -2.1061 1.2243 1.6369 -0.03 0.11 0.17
H -3.3126 2.3240 2.3252 0.26 -0.15 0.15
H -1.5880 2.7348 2.4081 -0.33 -0.25 -0.03
H 0.5148 1.5846 2.5060 -0.08 0.00 0.49
H 0.4826 3.0318 5.2328 0.02 0.04 -0.31
H 1.2428 3.6257 3.7470 -0.19 -0.05 0.14
H -0.5137 3.4446 3.8160 0.31 -0.12 0.11
H 2.2559 0.0609 3.6155 -0.08 0.15 0.09
H 2.7664 1.7361 3.3358 -0.04 -0.16 0.18
H 2.3283 1.2222 4.9715 -0.03 -0.07 -0.29
```
Forces are in eV/Å.



(2)
Computed, not measured: a structure of composition C34H59F5NO8RuSSi5 in a non-equilibrium geometry, with ωB97M-V with the def2-TZVPD basis set.

Output
**Frontier orbital gap (spin up / spin down)**: 4.80 / 7.26 eV
**DFT total energy**: -4427.5671 hartree
**2S+1**: 6
**⟨S²⟩**: 8.79
**LUMO energy (spin up / spin down)**: -0.75 / -0.87 eV

The geometry in XYZ format:
```
114
Properties=species:S:1:pos:R:3:forces:R:3
Ru 10.0001 10.3916 13.1578 1.11 0.32 -2.14
O 13.2644 7.7221 11.7221 1.76 2.38 0.00
C 12.2567 8.5496 12.1471 -1.07 -0.10 0.65
O 12.4017 9.7630 12.4976 0.76 -0.73 0.07
C 11.0246 7.8561 12.2446 0.93 -0.75 -0.34
C 11.0085 6.4597 12.2217 -0.84 -1.04 -0.82
C 9.8064 5.7976 12.2077 1.03 -1.11 -0.06
C 8.6006 6.4789 12.2982 -0.25 3.09 -0.37
C 8.6685 7.8850 12.1626 0.46 -1.76 1.08
N 9.8543 8.5178 12.2469 -1.62 0.67 -0.66
C 7.3800 8.6830 12.0550 -1.24 -0.13 0.82
O 7.5105 9.8961 11.4522 -1.15 -1.62 0.79
O 6.3224 8.2583 12.5443 2.36 1.27 -1.16
H 14.0396 8.3512 11.5899 -1.10 -1.24 0.29
H 11.9272 5.9210 12.0879 0.16 -0.15 0.08
H 9.8108 4.7233 12.0252 -0.03 0.11 0.49
H 7.6366 6.1270 12.5444 -0.80 -0.99 -0.35
H 8.0018 9.8084 10.6017 0.67 0.46 -0.18
F 6.6468 16.3668 15.0152 -0.14 0.60 -0.03
C 7.1045 15.1518 14.7913 1.27 0.23 -0.20
C 8.4902 14.9093 14.9567 -1.76 0.87 0.17
F 9.3579 15.8984 15.1783 -0.36 -0.04 0.29
C 8.9086 13.6143 14.9482 -0.52 -1.54 -1.08
F 10.1492 13.3477 15.2773 0.89 -0.21 0.44
C 8.0886 12.5919 14.4624 -2.18 0.64 -0.05
S 8.3790 10.8382 14.5347 -2.75 0.89 2.40
C 6.7832 12.9879 14.0002 0.69 -1.92 -0.48
F 6.0504 12.1177 13.2736 0.28 0.19 0.68
C 6.2353 14.2002 14.2622 -0.33 1.85 0.40
F 4.9556 14.6049 14.0013 1.37 -0.90 0.06
C 10.4514 6.7700 15.8272 -0.09 -0.42 0.44
Si 11.7605 8.1013 16.2416 0.46 -0.70 -0.58
C 11.7310 8.3895 18.0906 0.58 0.81 0.95
C 13.5148 7.4638 15.6940 -0.93 1.20 -0.88
Si 11.4481 10.0364 14.9300 1.68 0.49 0.68
Si 13.0465 11.5407 15.8754 0.64 0.38 -0.62
C 13.3740 13.1411 14.8939 -2.12 -0.59 -0.37
C 12.1043 12.1512 17.3478 0.02 1.48 0.91
C 14.6783 10.9134 16.6274 0.55 0.36 -1.03
Si 6.8764 10.0055 16.3104 1.79 -0.74 -1.57
C 5.2979 10.7382 15.8716 -1.89 1.11 0.04
C 6.9951 8.2254 15.7851 0.27 -0.34 0.18
C 7.7478 10.2942 17.9188 0.59 -0.73 0.39
H 11.0197 5.8788 15.4525 -0.76 0.70 0.01
H 9.7262 7.1597 15.0875 0.55 -0.48 0.00
H 9.8282 6.4192 16.6954 0.71 0.39 -0.57
H 11.8041 7.3909 18.5607 0.32 0.43 -0.06
H 10.8041 8.8104 18.4870 -0.23 -0.03 -0.31
H 12.5174 9.1056 18.4893 -0.60 -1.12 -0.53
H 14.0083 7.0021 16.5270 0.46 -0.24 0.38
H 14.0899 8.3564 15.3131 -0.35 -1.06 0.46
H 13.4008 6.7391 14.8682 0.12 0.29 0.32
H 14.0019 13.8408 15.4220 0.59 0.03 0.04
H 12.3557 13.6626 14.8085 1.45 -0.79 -0.21
H 13.7232 12.8301 13.9052 0.17 0.65 -0.01
H 11.1403 11.6747 17.4200 -0.38 -0.45 0.58
H 11.8452 13.2483 17.2507 0.49 -1.10 0.06
H 12.7473 12.0252 18.2540 -0.87 -0.02 -0.45
H 15.3139 10.1652 16.1092 -0.42 0.68 -0.05
H 14.4178 10.4474 17.5592 0.05 0.02 0.76
H 15.2546 11.8710 16.7577 -0.29 -1.03 0.25
H 5.0422 10.4069 14.8452 0.10 0.01 0.55
H 5.3724 11.8564 15.8128 -0.29 -0.91 0.33
H 4.4516 10.4367 16.5713 1.01 0.47 -0.79
H 7.9991 7.8290 16.0646 -0.78 0.13 -0.29
H 6.7689 8.0445 14.7230 0.36 0.30 0.23
H 6.2282 7.6342 16.2993 0.16 0.03 0.30
H 7.7586 9.3347 18.4896 -0.05 0.51 -0.44
H 7.2528 11.0099 18.5611 0.11 0.43 0.08
H 8.8169 10.5532 17.7414 -0.78 0.05 0.18
C 6.6295 10.7446 8.4134 -0.49 -2.20 0.71
C 8.0725 10.3941 7.9895 0.49 1.01 0.57
C 8.4984 11.4510 6.9564 -0.18 -0.40 -1.35
C 8.2138 8.9576 7.5083 0.08 -0.45 -0.09
O 8.8614 10.4641 9.2272 -0.14 -0.15 0.23
Si 9.6163 11.7991 9.9327 0.54 -0.76 0.17
O 10.1267 11.3722 11.4406 -0.43 1.24 -2.43
O 10.7604 12.1979 8.8043 0.55 0.50 -0.29
C 12.0479 11.6960 8.2598 -1.45 0.14 0.87
C 11.8799 10.2354 7.8880 0.36 -1.78 0.59
C 12.4687 12.4631 7.0331 0.03 1.14 -0.66
C 13.0142 11.9000 9.3701 0.83 0.54 1.24
O 8.4309 12.9314 9.8536 -0.01 0.78 0.48
C 8.1867 14.3451 10.2052 -1.17 -1.31 -2.06
C 9.2419 14.7952 11.1492 0.63 0.07 0.70
C 6.7208 14.4061 10.7088 0.04 1.83 -0.71
C 8.1988 15.0820 8.8450 0.37 -0.17 -0.43
H 5.8888 10.5398 7.6128 0.52 0.49 0.18
H 6.5960 11.7738 8.7945 -0.17 -0.47 -0.09
H 6.3412 9.9717 9.2249 0.30 1.51 -0.98
H 7.8906 11.2080 6.0351 0.42 0.49 0.84
H 9.5522 11.4347 6.6084 -0.56 -0.23 0.58
H 8.2609 12.4723 7.2985 0.11 -0.51 -0.14
H 7.6539 8.7820 6.5976 -0.54 0.10 -0.11
H 7.8308 8.2948 8.2939 0.03 0.01 -0.19
H 9.2190 8.5940 7.2330 -0.06 0.68 0.50
H 11.6208 10.0485 6.8330 -0.16 0.26 0.40
H 11.1646 9.6785 8.5529 0.47 0.77 -0.63
H 12.8501 9.7109 8.0565 -0.43 0.38 -0.26
H 11.5790 12.5907 6.3859 0.60 0.19 0.16
H 13.1973 11.8519 6.5040 -0.04 -0.20 -0.17
H 13.0282 13.4364 7.1906 -1.11 -0.88 0.19
H 12.7749 11.2126 10.1882 0.14 0.17 0.08
H 12.9051 12.9422 9.7387 0.02 -0.61 -0.11
H 14.0725 11.7881 9.0938 -0.28 -0.22 -0.17
H 9.3687 14.0516 11.9547 0.07 0.17 -0.32
H 8.9836 15.7336 11.6329 -0.03 0.27 -0.09
H 10.1899 14.9255 10.6011 -0.22 -0.14 0.35
H 6.4824 13.5094 11.2402 -0.30 -0.34 0.53
H 6.0098 14.5535 9.8457 0.75 -0.60 0.75
H 6.5612 15.3568 11.2901 0.21 -1.04 -0.06
H 9.1851 15.0005 8.3542 -0.25 0.11 0.34
H 7.9339 16.1449 8.9439 0.07 -0.25 0.07
H 7.4781 14.6072 8.1400 0.35 0.29 0.66
```
Forces are in eV/Å.



- The lowest DFT total energy belongs to which entry?
  C34H59BrCdNP3